1.
Density functional theory data (ωB97M-V/def2-TZVPD) for 9 unconnected molecules or ions with the total composition C46H54O18.

Geometry (Å):
C 0.98866 20.01563 15.35428
C 1.08361 18.63873 15.32055
C 0.47916 17.86052 16.26826
C -0.34741 18.41424 17.20832
C -0.45009 19.79931 17.21686
C 0.26114 20.64714 16.32454
O 0.17722 21.99300 16.39098
O 0.63630 16.48033 16.08875
H 1.55939 20.58781 14.56215
H 1.69912 18.12693 14.55154
H -0.82926 17.92550 17.97176
H -1.08467 20.29472 17.96210
H -0.36803 22.21707 15.54611
H -0.05963 16.00630 16.59281
C -0.63742 27.63646 17.06083
C -0.10246 27.91333 15.81865
C -0.89026 27.62439 14.69976
C -2.22950 27.14533 14.79805
C -2.77691 26.99345 16.06354
C -2.00485 27.26400 17.14007
O -2.51008 26.85836 18.33515
O -0.31390 27.89279 13.45709
H -0.09699 27.63024 18.02312
H 0.95315 28.24328 15.66922
H -2.75775 26.84954 13.84655
H -3.77187 26.61384 16.17834
H -3.47616 27.00820 18.36076
H -0.97045 27.70016 12.79332
C -0.12400 19.95334 9.66962
C 0.37997 19.07646 8.77509
C 1.76950 18.85984 8.69216
C 2.64746 19.45291 9.51606
C 2.18968 20.29968 10.53415
C 0.79438 20.59770 10.53303
O 0.27969 21.55109 11.38474
O 2.26307 18.05941 7.67843
H -1.18264 20.08295 9.82765
H -0.31944 18.53686 8.08937
H 3.67603 19.25356 9.42718
H 2.82826 20.58950 11.34963
H 1.04588 22.13354 11.64089
H 1.74741 18.17632 6.89985
C -3.98927 25.42551 11.89487
C -4.59942 24.17459 11.81814
C -3.86856 23.04601 11.40293
C -2.57539 23.24931 10.89767
C -2.08407 24.54742 10.80114
C -2.74162 25.59771 11.35480
O -2.14093 26.83292 11.54248
O -4.42760 21.79814 11.36715
H -4.56972 26.27982 12.25036
H -5.59091 24.04540 12.11330
H -1.92287 22.42783 10.65923
H -1.10005 24.62060 10.41990
H -1.51393 26.99185 10.80244
H -3.80829 21.10266 11.17415
C -4.60354 18.37595 10.75388
C -4.43840 17.98845 9.43678
C -3.25698 17.40282 9.01280
C -2.17748 17.20772 9.92622
C -2.42445 17.52369 11.23100
C -3.59761 18.03925 11.67558
O -3.94768 18.25090 12.95245
O -2.95195 16.98879 7.70481
H -5.43323 18.91265 11.09569
H -5.12755 18.36200 8.74780
H -1.23552 16.87624 9.57631
H -1.59839 17.43574 11.93203
H -3.22462 18.04164 13.54135
H -3.48135 17.53404 7.16898
C -5.03058 18.51686 16.40332
C -4.10445 18.82883 17.43474
C -4.33207 19.81821 18.35173
C -5.55458 20.49715 18.29043
C -6.42960 20.29140 17.27673
C -6.12583 19.28503 16.27834
O -6.97273 19.23145 15.19162
O -3.36639 20.09324 19.31073
H -4.86712 17.66222 15.75663
H -3.16774 18.35026 17.50546
H -5.62986 21.36611 18.98607
H -7.38540 20.76728 17.11549
H -6.39769 18.91617 14.44207
H -3.25016 21.00175 19.50895
C -1.58212 22.92802 13.91602
C -1.73948 23.70384 15.03359
C -2.73250 23.31893 15.95551
C -3.42505 22.14962 15.77547
C -3.19797 21.33334 14.70837
C -2.18323 21.66948 13.82538
O -1.95624 20.75480 12.84649
O -3.16522 24.15820 16.98347
H -0.89326 23.09472 13.05651
H -1.18172 24.60554 15.20490
H -4.22036 21.97114 16.42444
H -3.82605 20.45983 14.51021
H -1.20696 21.01619 12.33770
H -2.36615 24.52428 17.42274
C -1.59219 15.82288 14.09458
C -2.41600 15.05075 15.10981
O -2.23232 15.56350 16.43328
O -1.79866 17.26562 14.24628
H -1.97257 15.52209 13.10834
H -0.49782 15.60104 14.10542
H -2.09436 14.00485 15.12074
H -3.46621 15.15271 14.81053
H -2.79510 16.33902 16.36717
H -0.95315 17.72572 14.49298
C 1.94761 23.62734 13.56813
C 1.14734 24.86084 13.99003
O 1.59427 26.04180 13.31089
O 1.86646 23.57607 12.15143
H 1.80045 22.70752 14.03141
H 2.95997 23.85506 13.89755
H 1.24533 25.01612 15.09477
H 0.04510 24.69479 13.84298
H 0.90706 26.73575 13.28487
H 2.57203 24.11466 11.78493

Summary:
**Orbital gap**: 8.4 eV
**Strongest force on any atom**: 3.8 eV/Å
**SMILES**: Oc1ccc(O)cc1.Oc1ccc(O)cc1.Oc1ccc(O)cc1.Oc1ccc(O)cc1.Oc1ccc(O)cc1.Oc1ccc(O)cc1.Oc1ccc(O)cc1.OCCO.OCCO
**HOMO**: -8.0 eV
**Energy above the lowest of the compared OMol25 structures with the same formula, charge and spin**: 0.00 kcal/mol

2.
Density functional theory data (ωB97M-V/def2-TZVPD) for a molecular structure, C46H55BBrClF4N5O4PdS.

Geometry (Å):
Pd 0.40351 1.04235 -1.38349
C 1.77188 5.21066 5.38276
C 0.61442 5.07440 4.37915
C -0.67322 4.69831 5.12836
C 0.39473 6.42124 3.68655
C 0.97619 3.97798 3.39169
C 1.38503 4.27701 2.07431
C 1.65670 3.26142 1.21601
Br 2.23743 3.63132 -0.53371
C 1.48258 1.86349 1.58120
O 1.43583 0.97168 0.70894
C 1.29222 1.57018 2.99749
C 0.98394 2.63387 3.80841
C 1.34479 0.16117 3.60102
C 1.88600 -0.93392 2.67494
C -0.07407 -0.23332 4.03739
C 2.27060 0.20749 4.82926
H 1.53234 5.98393 6.11470
H 2.69777 5.49265 4.87879
H 1.94601 4.27749 5.92050
H -0.96528 5.52343 5.77895
H -0.54649 3.81808 5.75784
H -1.49287 4.50635 4.43372
H 0.04361 7.14736 4.41976
H -0.35619 6.35161 2.89684
H 1.31583 6.81821 3.25659
H 1.47299 5.29932 1.73891
H 0.74735 2.43003 4.84332
H 1.26019 -1.08522 1.80096
H 1.91768 -1.86641 3.24258
H 2.90128 -0.71389 2.33694
H -0.76239 -0.21593 3.19015
H -0.46085 0.43600 4.80806
H -0.06609 -1.24643 4.44394
H 3.28562 0.48931 4.54367
H 2.30879 -0.78244 5.28610
H 1.92347 0.90723 5.58897
C -7.33569 4.18671 -1.89288
C -5.85793 3.98341 -1.72952
C -5.29854 2.70852 -1.74919
C -3.93761 2.51293 -1.58176
C -3.12495 3.62474 -1.40861
C -3.65277 4.91627 -1.38887
C -5.01511 5.08083 -1.54336
S -1.39765 3.47923 -1.17922
O -1.07571 2.58798 -0.08278
O -0.83060 4.78944 -1.23711
N -0.72957 2.55042 -2.41901
C -0.94794 2.66545 -3.71031
C -1.78990 3.63717 -4.32232
C -1.98305 3.63447 -5.68979
C -1.35697 2.69958 -6.49886
C -0.47590 1.72991 -5.94802
C 0.20840 0.78123 -6.73146
C 1.06033 -0.09664 -6.11627
C 1.22067 -0.02068 -4.72547
N 0.58312 0.84954 -3.96953
C -0.25458 1.70846 -4.56497
H -7.85315 3.24389 -2.05718
H -7.54557 4.84569 -2.73635
H -7.75639 4.65579 -1.00225
H -5.93899 1.84638 -1.88595
H -3.52256 1.51575 -1.57648
H -3.00212 5.76854 -1.25257
H -5.43448 6.07921 -1.51746
H -2.27755 4.38072 -3.70966
H -2.63198 4.37672 -6.13354
H -1.52245 2.70781 -7.56867
H 0.05861 0.76050 -7.80352
H 1.60908 -0.83854 -6.67848
H 1.89624 -0.69449 -4.21352
C 0.78706 -6.67166 -1.91118
C 1.16184 -5.18285 -1.92708
C 1.27066 -4.78347 -3.40642
C 0.01360 -4.43622 -1.23218
C 2.53807 -4.99304 -1.21602
O 3.45256 -5.94727 -1.79144
C 2.58630 -5.25683 0.30508
C 2.09423 -4.20709 1.33063
C 0.82184 -4.54029 2.07520
C -0.21458 -3.62237 2.19143
C -1.37467 -3.92942 2.88671
C -1.49293 -5.16985 3.48793
Cl -2.94161 -5.56865 4.36261
C -0.46942 -6.10023 3.40427
C 0.68017 -5.77631 2.70136
C 3.37212 -3.72974 -1.55901
N 2.88740 -2.35005 -1.38892
C 1.76622 -1.72791 -1.72329
N 1.94520 -0.41273 -1.60951
C 3.22428 -0.29121 -1.15647
N 3.83333 -1.43444 -1.03455
H -0.22700 -6.78204 -2.29887
H 0.78438 -7.08569 -0.89995
H 1.44055 -7.27129 -2.54611
H 0.34962 -5.05706 -3.92371
H 2.09983 -5.30438 -3.88768
H 1.41164 -3.71310 -3.55799
H -0.77934 -4.19741 -1.94260
H 0.30820 -3.50912 -0.74906
H -0.42934 -5.04854 -0.44718
H 3.18913 -6.82854 -1.50568
H 3.65063 -5.42330 0.48299
H 2.10090 -6.21574 0.50677
H 2.01105 -3.21551 0.88280
H 2.88130 -4.11316 2.08374
H -0.14031 -2.65548 1.70800
H -2.18581 -3.21684 2.94500
H -0.57252 -7.06185 3.88781
H 1.48056 -6.50669 2.65243
H 3.71450 -3.82697 -2.58809
H 4.25519 -3.76863 -0.92679
H 0.85579 -2.18804 -2.05264
H 3.68834 0.65341 -0.92953
F -0.98130 -1.29622 -2.43564
B -1.63702 -1.15084 -1.17567
F -2.45405 -2.21132 -0.90283
F -2.32254 0.07824 -1.22042
F -0.61211 -1.01527 -0.18483

Summary:
**Orbital gap (spin up / spin down)**: 7.0 / 4.8 eV
**Spin multiplicity**: 5
**Strongest force on any atom**: 0.3 eV/Å
**Net charge**: +1
**HOMO (spin up / spin down)**: -10.3 / -10.3 eV
**Energy above the lowest of the compared OMol25 structures with the same formula, charge and spin**: 17.72 kcal/mol